No. 1
{"formula": "C6H8O3", "method": "ωB97M-V/def2-TZVPD", "species": ["C", "C", "C", "C", "C", "C", "O", "O", "O", "H", "H", "H", "H", "H", "H", "H", "H"], "xyz": [[-0.685, -2.523, 0.385], [-0.077, 2.721, 0.823], [0.472, -0.469, -0.553], [-0.694, -1.455, -0.662], [0.202, 1.406, 0.202], [0.268, 0.921, -1.059], [1.648, -1.112, -0.716], [-1.480, -1.373, -1.566], [0.411, 0.278, 0.929], [2.370, -0.471, -0.651], [-0.005, 1.276, -2.033], [0.200, -3.148, 0.247], [-0.599, -2.059, 1.369], [-1.586, -3.126, 0.314], [-0.998, 2.665, 1.407], [0.731, 2.983, 1.507], [-0.178, 3.487, 0.056]], "gap_ev": 9.5, "e_lumo_ev": 0.74, "e_above_lowest_kj_mol": 175.73, "max_force_ev_per_a": 1.83, "total_charge": 0, "homo_ev": -8.74}



No. 2
{"formula": "C6H8O3Si", "method": "ωB97M-V/def2-TZVPD", "species": ["C", "C", "Si", "O", "C", "C", "C", "C", "O", "H", "H", "H", "H", "H", "H", "O", "H", "H"], "xyz": [[0.943, -1.946, -0.479], [1.555, -0.795, -0.823], [0.664, 0.856, -0.474], [1.204, 2.240, -0.594], [-1.181, 0.674, -0.075], [-2.192, 1.518, -0.449], [-3.408, 1.007, 0.056], [-3.093, -0.194, 0.658], [-1.744, -0.429, 0.563], [1.406, -2.849, -0.509], [-0.015, -2.076, -0.092], [2.672, -0.649, -0.898], [-2.164, 2.384, -0.964], [-4.364, 1.454, -0.050], [-3.519, -1.048, 1.157], [3.223, 0.973, 1.336], [2.842, 1.882, 1.192], [4.196, 0.846, 1.097]], "gap_ev": 9.2, "e_lumo_ev": 0.05, "e_above_lowest_kj_mol": 575.79, "max_force_ev_per_a": 3.26, "total_charge": 0, "homo_ev": -9.15, "smiles": "C=C[Si](=O)c1ccco1.O"}



No. 3
{"formula": "C6H8O4", "method": "ωB97M-V/def2-TZVPD", "species": ["C", "C", "C", "C", "O", "C", "O", "H", "H", "H", "H", "H", "H", "H", "H", "O", "C", "O"], "xyz": [[-0.199, -1.677, -0.729], [0.153, -0.232, -0.783], [1.065, 0.203, -1.882], [-0.195, 0.658, 0.186], [0.173, 1.969, 0.080], [-1.612, 0.415, 0.716], [-2.103, -0.627, 1.055], [0.318, -2.231, -1.510], [0.088, -2.107, 0.230], [-1.265, -1.827, -0.851], [0.666, -0.063, -2.873], [1.226, 1.283, -1.864], [2.031, -0.261, -1.770], [-0.129, 2.419, 0.892], [-2.052, 1.387, 1.024], [0.479, 1.354, 2.899], [0.603, 0.243, 2.563], [0.755, -0.906, 2.619]], "gap_ev": 9.2, "e_lumo_ev": 0.12, "e_above_lowest_kj_mol": 116.36, "max_force_ev_per_a": 3.15, "total_charge": 0, "homo_ev": -9.10, "smiles": "CC(C)=C(O)C=O.O=C=O"}



No. 4
{"formula": "C6H8O6", "method": "ωB97M-V/def2-TZVPD", "species": ["O", "C", "O", "C", "C", "O", "H", "H", "H", "H", "O", "C", "O", "C", "C", "O", "H", "H", "H", "H"], "xyz": [[-15.845, 22.693, -13.207], [-15.649, 22.442, -12.006], [-15.641, 23.297, -11.027], [-15.349, 22.730, -9.731], [-14.873, 21.369, -10.208], [-15.282, 21.242, -11.493], [-14.563, 23.044, -9.044], [-16.276, 22.578, -9.177], [-15.510, 20.665, -9.672], [-13.825, 21.231, -9.942], [-14.097, 25.491, -17.623], [-14.099, 24.351, -17.261], [-14.824, 23.840, -16.361], [-14.626, 22.459, -16.128], [-13.514, 22.230, -17.102], [-13.533, 23.377, -17.885], [-14.507, 22.019, -15.138], [-15.431, 21.911, -16.617], [-13.653, 21.223, -17.495], [-12.590, 22.156, -16.527]], "gap_ev": 10.9, "e_lumo_ev": 0.40, "e_above_lowest_kj_mol": 198.17, "max_force_ev_per_a": 6.71, "total_charge": 0, "homo_ev": -10.49, "smiles": "O=C1OCCO1.O=C1OCCO1"}



No. 5
{"formula": "C6H8O6S", "method": "ωB97M-V/def2-TZVPD", "species": ["C", "C", "C", "C", "C", "C", "O", "O", "O", "O", "O", "O", "S", "H", "H", "H", "H", "H", "H", "H", "H"], "xyz": [[1.284, 0.998, 0.413], [2.387, 0.368, -0.236], [0.364, 0.073, 0.601], [1.983, -0.948, -0.391], [-2.191, -1.003, 0.574], [-1.605, 0.367, 0.231], [0.705, -1.117, -0.009], [1.211, 2.293, 0.701], [3.528, 0.903, -0.677], [2.705, -1.997, -0.910], [-3.528, -1.288, 0.085], [-1.950, 1.415, 0.994], [-1.419, 0.699, -1.483], [-2.078, -1.236, 1.714], [-1.486, -1.714, 0.075], [2.082, 2.807, 0.859], [4.165, 0.252, -0.947], [2.071, -2.676, -0.814], [-4.072, -0.780, 0.724], [-1.590, 2.241, 0.562], [-2.568, 0.344, -2.065]], "gap_ev": 8.1, "e_lumo_ev": 0.38, "e_above_lowest_kj_mol": 130.31, "max_force_ev_per_a": 6.63, "total_charge": 0, "homo_ev": -7.72}



No. 6
{"formula": "C6H8O6Sm", "method": "ωB97M-V/def2-TZVPD", "species": ["O", "C", "C", "O", "O", "C", "H", "H", "H", "H", "H", "O", "O", "C", "C", "O", "C", "H", "H", "H", "Sm"], "xyz": [[-0.602, 1.513, -0.969], [1.949, 0.570, -0.044], [-0.131, 1.244, -2.230], [2.816, 1.121, 0.593], [2.018, 0.528, -1.360], [0.933, 0.152, -2.232], [0.315, 2.162, -2.666], [-0.906, 0.913, -2.955], [1.395, 0.043, -3.221], [0.546, -0.822, -1.916], [-1.754, -3.133, 0.782], [0.221, 0.375, 1.585], [-1.383, -1.228, -0.034], [-0.980, -2.498, 0.308], [0.182, -2.395, 1.289], [1.144, -1.506, 0.685], [0.845, -0.217, 0.694], [-0.608, -2.976, -0.622], [0.699, -3.354, 1.403], [-0.146, -2.000, 2.259], [-2.028, 0.807, 0.473]], "gap_ev": [5.8, 8.0], "e_lumo_ev": [-0.66, -0.85], "multiplicity": 7, "e_above_lowest_kj_mol": 0.00, "max_force_ev_per_a": 3.08, "total_charge": 0, "homo_ev": [-6.47, -8.88]}



Number 5 is which compound? C6H8O6S